The following is a DFT calculation (the ωB97M-V functional and the def2-TZVPD basis) of a structure of composition C33H46I2IrNOPTe in a non-equilibrium geometry.

* multiplicity: 2
* charge: +2
* energy: -2723.57906 a.u.
* lowest unoccupied orbital energy (alpha / beta): -5.99 / -6.35 eV
* gap between HOMO and LUMO (alpha / beta): 7.59 / 7.32 eV

The geometry in XYZ format:
```
86
Properties=species:S:1:pos:R:3:lowdin_charge:R:1
Ir 0.026 -0.823 0.146 0.46
I -1.116 -1.253 -2.631 1.01
C -1.934 -2.992 -1.770 -1.05
I -1.107 -3.359 0.153 0.99
H -1.745 -3.870 -2.375 -0.01
H -2.994 -2.825 -1.621 -0.02
C 1.341 -3.425 2.759 -0.12
C 1.449 -1.955 3.145 -0.53
C 0.358 -1.613 4.161 -0.10
P 1.565 -0.742 1.742 0.86
C 3.195 -1.060 0.943 -0.53
C 4.314 -1.323 1.955 -0.09
C 3.167 -2.149 -0.135 -0.11
C 1.798 0.829 2.694 -0.50
C 2.771 1.819 2.053 -0.08
C 0.492 1.543 3.055 -0.11
H 1.407 -4.034 3.661 0.10
H 2.119 -3.761 2.074 0.07
H 0.370 -3.642 2.314 -0.04
H 2.426 -1.819 3.618 0.10
H -0.631 -1.625 3.694 0.08
H 0.502 -0.650 4.645 0.07
H 0.357 -2.369 4.948 0.09
H 3.404 -0.107 0.447 0.09
H 4.205 -2.307 2.412 0.08
H 4.359 -0.578 2.750 0.08
H 5.278 -1.311 1.443 0.10
H 3.226 -3.146 0.303 0.07
H 4.031 -2.032 -0.791 0.09
H 2.275 -2.108 -0.767 0.03
H 2.250 0.465 3.622 0.11
H 2.470 2.090 1.039 0.06
H 3.792 1.443 2.014 0.07
H 2.790 2.736 2.645 0.10
H 0.111 2.062 2.178 0.03
H 0.697 2.298 3.817 0.09
H -0.289 0.885 3.433 0.06
C -4.436 7.103 4.496 -0.02
C -3.902 6.028 3.595 -0.23
C -2.576 6.009 3.199 0.00
C -2.034 5.034 2.361 -0.24
C -0.549 5.139 2.144 -0.03
C -2.926 4.053 1.884 -0.31
Te -2.576 2.324 0.728 1.95
N -0.123 0.996 -0.267 -0.20
C 0.058 2.235 -0.410 -0.52
O -0.958 3.097 -0.053 -0.39
C 1.183 2.922 -1.062 -0.18
C 2.204 2.138 -1.606 -0.04
C 3.284 2.739 -2.225 -0.05
C 3.346 4.125 -2.315 -0.04
C 2.326 4.908 -1.794 -0.04
C 1.243 4.310 -1.168 -0.01
C -3.754 2.747 -0.941 -0.38
C -3.977 4.083 -1.263 -0.10
C -4.697 4.391 -2.402 -0.04
C -5.187 3.361 -3.196 -0.03
C -4.961 2.037 -2.856 -0.02
C -4.235 1.691 -1.719 -0.30
C -4.013 0.236 -1.397 -0.11
C -4.277 4.012 2.306 -0.31
C -5.252 2.934 1.906 -0.08
C -4.731 5.009 3.150 0.00
H -3.646 7.772 4.831 0.08
H -4.909 6.666 5.376 0.09
H -5.189 7.700 3.979 0.10
H -1.910 6.783 3.564 0.13
H -0.259 6.190 2.142 0.10
H -0.201 4.709 1.225 0.03
H -0.013 4.664 2.970 0.09
H 2.138 1.058 -1.539 0.10
H 4.077 2.135 -2.645 0.11
H 4.190 4.594 -2.804 0.12
H 2.374 5.985 -1.875 0.12
H 0.451 4.927 -0.770 0.11
H -3.602 4.878 -0.627 0.11
H -4.881 5.423 -2.666 0.12
H -5.760 3.591 -4.085 0.12
H -5.364 1.250 -3.482 0.12
H -4.758 -0.372 -1.909 0.09
H -4.099 0.011 -0.332 0.07
H -3.020 -0.085 -1.730 -0.09
H -4.833 1.918 1.951 0.05
H -5.654 3.083 0.904 0.09
H -6.087 2.924 2.603 0.10
H -5.766 4.983 3.474 0.13
```



The following is a DFT calculation (the ωB97M-V functional and the def2-TZVPD basis) of a structure of composition C33H46MoN4O4S2Si4.

* multiplicity: 3
* energy: -3827.77792 a.u.
* lowest unoccupied orbital energy (alpha / beta): -0.55 / -0.91 eV
* ΔE to the lowest compared entry with this formula, charge and spin: 0.000 eV
* gap between HOMO and LUMO (alpha / beta): 6.98 / 7.21 eV

The geometry in XYZ format:
```
94
Properties=species:S:1:pos:R:3:lowdin_charge:R:1
Mo -0.882 0.133 -0.520 1.54
O -1.508 -1.409 -1.530 -0.36
C -2.683 -1.989 -1.761 -0.32
C -2.811 -2.870 -2.839 -0.03
C -4.013 -3.506 -3.073 -0.06
C -5.118 -3.288 -2.247 -0.08
C -5.000 -2.416 -1.189 -0.03
C -3.790 -1.753 -0.931 -0.15
C -3.730 -0.844 0.178 -0.05
N -2.705 -0.144 0.537 -0.11
N -2.955 0.673 1.637 0.08
C -1.878 1.344 1.928 -0.47
O -0.740 1.150 1.342 -0.26
C -1.981 2.366 3.001 -0.14
C -3.228 2.723 3.510 -0.03
C -3.322 3.686 4.501 -0.08
C -2.176 4.301 4.988 -0.08
C -0.935 3.954 4.477 -0.07
C -0.838 2.992 3.483 -0.02
H -1.953 -3.034 -3.476 0.08
H -4.097 -4.185 -3.912 0.11
H -6.054 -3.793 -2.439 0.10
H -5.845 -2.227 -0.538 0.12
H -4.623 -0.718 0.784 0.13
H -4.114 2.241 3.122 0.11
H -4.293 3.963 4.890 0.10
H -2.253 5.056 5.760 0.10
H -0.038 4.436 4.847 0.10
H 0.120 2.728 3.067 0.09
O -1.166 4.562 -0.081 0.07
C -0.650 4.936 -1.268 -0.25
C -0.624 6.307 -1.535 -0.01
C -0.096 6.780 -2.717 -0.08
C 0.423 5.900 -3.666 -0.09
C 0.395 4.547 -3.410 -0.03
C -0.142 4.041 -2.221 -0.08
C -0.151 2.584 -2.000 -0.40
O -0.696 2.139 -0.892 -0.23
N 0.377 1.784 -2.863 0.02
N 0.280 0.453 -2.429 -0.18
C 0.627 -0.348 -3.380 -0.89
S 1.140 0.291 -4.927 0.97
C 1.257 -1.332 -5.728 -0.51
C 1.672 -2.343 -4.679 -0.49
S 0.626 -2.079 -3.225 0.97
H -1.102 3.591 -0.015 0.07
H -1.023 6.976 -0.785 0.12
H -0.084 7.846 -2.904 0.10
H 0.843 6.273 -4.590 0.10
H 0.790 3.841 -4.128 0.11
H 2.006 -1.251 -6.516 0.08
H 0.297 -1.591 -6.174 0.08
H 2.718 -2.217 -4.405 0.07
H 1.508 -3.369 -5.009 0.08
C 3.057 1.516 -0.055 -0.20
Si 3.130 -0.369 -0.167 0.36
C 3.796 -0.767 -1.881 -0.22
C 4.440 -1.065 0.999 -0.22
Si 1.037 -1.206 0.544 0.42
Si 1.228 -0.843 2.882 0.38
C 2.057 0.823 3.203 -0.22
C 2.377 -2.089 3.721 -0.22
C -0.378 -1.013 3.858 -0.20
Si 0.602 -3.529 0.523 0.35
C 0.169 -4.476 -1.048 -0.24
C 2.086 -4.475 1.203 -0.21
C -0.882 -3.747 1.670 -0.21
H 3.637 1.950 -0.874 0.03
H 3.469 1.890 0.886 0.02
H 2.035 1.893 -0.138 0.01
H 4.802 -0.335 -1.909 0.04
H 3.224 -0.298 -2.680 0.00
H 3.888 -1.838 -2.079 0.03
H 5.438 -0.751 0.679 0.03
H 4.417 -2.158 1.002 0.02
H 4.299 -0.730 2.026 0.00
H 3.136 0.738 3.062 0.02
H 1.884 1.106 4.246 0.04
H 1.704 1.624 2.555 0.00
H 3.327 -2.230 3.203 0.01
H 1.910 -3.067 3.857 0.02
H 2.595 -1.692 4.718 0.04
H -1.286 -0.801 3.302 0.01
H -0.350 -0.347 4.724 0.04
H -0.466 -2.035 4.236 0.02
H 0.994 -4.531 -1.759 0.01
H -0.714 -4.093 -1.559 -0.01
H -0.048 -5.497 -0.718 0.03
H 2.990 -4.257 0.628 0.02
H 1.893 -5.549 1.118 0.03
H 2.300 -4.252 2.250 0.00
H -1.663 -3.010 1.462 0.02
H -0.601 -3.637 2.719 0.01
H -1.316 -4.742 1.540 0.03
```



The following is a DFT calculation (the ωB97M-V functional and the def2-TZVPD basis) of a structure of composition C33H46N3O7PPbSSi3 in a non-equilibrium geometry.

* charge: -2
* energy: -3776.99484 a.u.
* lowest unoccupied orbital energy: 3.95 eV
* ΔE to the lowest compared entry with this formula, charge and spin: 2.488 eV
* gap between HOMO and LUMO: 5.79 eV

The geometry in XYZ format:
```
95
Properties=species:S:1:pos:R:3:lowdin_charge:R:1
Pb -1.235 -0.743 0.537 1.40
S -5.543 1.549 0.240 0.97
C -4.550 2.657 1.139 -0.44
C -3.362 2.115 1.464 -0.26
C -3.212 0.704 1.145 -0.28
C -4.382 0.308 0.465 -0.57
C -4.642 -1.130 0.036 -0.27
C -5.857 -1.480 -0.552 -0.06
C -6.079 -2.753 -1.047 -0.05
C -4.970 -3.656 -0.999 -0.05
C -3.810 -3.283 -0.322 -0.12
N -3.635 -2.040 0.167 0.03
H -4.778 3.653 1.434 0.05
H -2.540 2.657 1.909 0.07
H -6.707 -0.756 -0.625 0.10
H -6.965 -2.991 -1.555 0.08
H -5.124 -4.652 -1.267 0.07
H -3.128 -4.058 -0.073 0.11
C 3.400 1.543 0.252 -0.21
Si 2.160 1.303 1.699 0.45
C 3.204 2.152 3.132 -0.20
C 0.665 2.467 1.419 -0.20
C 1.597 -0.507 2.079 -0.55
Si 2.349 -1.853 1.178 0.31
C 4.345 -2.178 1.581 -0.21
C 2.525 -1.524 -0.635 -0.20
C 1.709 -3.661 1.313 -0.18
Si 1.035 -0.701 3.793 0.38
C 2.453 -1.046 5.028 -0.19
C 0.145 0.757 4.562 -0.19
C -0.464 -1.887 3.973 -0.30
C -0.666 -2.695 5.121 -0.08
C -1.881 -3.320 5.324 -0.08
C -2.940 -3.080 4.403 -0.06
C -2.669 -2.297 3.284 -0.13
N -1.463 -1.694 3.095 -0.03
H 2.852 1.610 -0.742 0.02
H 4.158 0.738 0.140 0.02
H 4.009 2.417 0.424 0.01
H 3.129 1.510 4.016 -0.02
H 2.758 3.187 3.356 0.04
H 4.241 2.365 2.814 0.01
H 1.119 3.331 0.737 0.06
H 0.226 2.959 2.328 0.02
H -0.219 2.062 0.955 -0.05
H 4.368 -2.546 2.681 0.02
H 4.866 -1.187 1.483 0.00
H 4.629 -2.918 0.819 -0.01
H 3.156 -0.621 -0.713 -0.01
H 1.563 -1.395 -1.103 0.01
H 3.057 -2.385 -1.131 0.05
H 1.342 -3.948 0.286 0.04
H 0.988 -3.886 2.017 -0.04
H 2.553 -4.407 1.437 0.03
H 3.428 -0.856 4.521 0.02
H 2.481 -2.096 5.372 0.01
H 2.465 -0.332 5.875 0.02
H -0.234 0.408 5.529 0.03
H -0.604 1.295 3.992 0.02
H 0.784 1.593 4.884 0.02
H 0.129 -3.023 5.767 0.09
H -2.047 -3.876 6.177 0.07
H -3.897 -3.545 4.524 0.08
H -3.373 -2.120 2.448 0.09
O -3.548 1.111 -6.091 -0.03
C -2.874 1.907 -5.436 -0.78
O -2.580 3.090 -5.556 -0.03
C -2.408 1.304 -4.210 -0.13
C -2.092 2.200 -3.154 0.01
C -1.734 1.695 -1.922 -0.14
N -1.460 0.382 -1.728 0.00
C -1.708 -0.498 -2.749 -0.17
C -2.102 -0.034 -4.060 0.09
C -1.352 -1.892 -2.495 -0.65
O -1.160 -2.671 -3.479 -0.04
O -1.120 -2.292 -1.307 -0.24
H -2.192 3.266 -3.253 0.11
H -1.672 2.341 -1.056 0.09
H -2.170 -0.881 -4.792 0.14
C 5.397 2.707 -4.598 -0.18
O 4.270 1.914 -4.820 -0.37
P 2.989 1.829 -3.831 0.83
O 2.933 3.398 -3.385 -0.38
C 1.669 3.884 -2.817 -0.10
O 1.736 1.787 -4.902 -0.37
C 1.764 0.763 -5.906 -0.12
H 5.349 3.626 -5.241 0.10
H 6.283 2.043 -4.698 0.09
H 5.496 3.088 -3.575 0.07
H 1.860 4.523 -1.955 0.07
H 1.032 2.998 -2.627 0.06
H 1.187 4.506 -3.580 0.08
H 1.074 1.215 -6.636 0.10
H 1.462 -0.174 -5.415 0.09
H 2.757 0.651 -6.311 0.05
```



The following is a DFT calculation (the ωB97M-V functional and the def2-TZVPD basis) of a structure of composition C33H46NOS2SeSi2Zr.

* charge: +1
* energy: -5238.96647 a.u.
* lowest unoccupied orbital energy: -2.71 eV
* ΔE to the lowest compared entry with this formula, charge and spin: 0.127 eV
* gap between HOMO and LUMO: 7.91 eV

The geometry in XYZ format:
```
87
Properties=species:S:1:pos:R:3:lowdin_charge:R:1
Zr 1.032 -0.583 -0.449 1.28
C 2.486 -0.467 -2.474 -0.29
C 3.365 -0.345 -1.368 -0.32
C 3.311 -1.556 -0.625 -0.30
C 2.406 -2.433 -1.280 -0.32
C 1.888 -1.758 -2.423 -0.31
C 0.972 -2.367 -3.445 -0.03
C 2.151 -3.862 -0.903 -0.03
C 4.175 -1.880 0.558 -0.01
C 4.325 0.775 -1.120 -0.05
C 2.303 0.579 -3.533 -0.02
H 0.037 -2.712 -3.003 0.05
H 1.456 -3.225 -3.916 0.10
H 0.732 -1.657 -4.234 0.07
H 1.773 -3.971 0.115 0.07
H 3.077 -4.438 -0.975 0.09
H 1.417 -4.314 -1.569 0.08
H 3.806 -1.451 1.491 0.07
H 5.183 -1.494 0.404 0.09
H 4.251 -2.959 0.697 0.08
H 4.395 1.024 -0.062 0.05
H 4.037 1.677 -1.658 0.08
H 5.321 0.486 -1.467 0.10
H 3.267 0.844 -3.969 0.10
H 1.853 1.493 -3.142 0.08
H 1.664 0.222 -4.340 0.08
C 3.429 2.913 3.840 -0.18
Si 1.756 2.261 4.355 0.51
C 1.687 2.105 6.215 -0.18
C 0.361 3.361 3.769 -0.18
C 1.492 0.520 3.638 -0.22
C 1.269 -0.568 4.470 -0.05
C 1.032 -1.851 3.969 -0.04
C 1.011 -2.021 2.609 -0.14
N 1.252 -0.994 1.777 -0.16
C 1.490 0.233 2.264 -0.69
S 1.782 1.426 0.994 0.66
H 3.632 3.855 4.354 0.04
H 3.492 3.091 2.768 0.01
H 4.218 2.210 4.115 0.04
H 1.833 3.089 6.663 0.04
H 2.472 1.455 6.606 0.04
H 0.725 1.730 6.569 0.04
H 0.496 4.375 4.152 0.04
H -0.598 2.993 4.139 0.03
H 0.317 3.416 2.680 0.00
H 1.266 -0.425 5.544 0.10
H 0.852 -2.689 4.626 0.11
H 0.792 -2.971 2.139 0.09
O -0.143 0.693 -1.685 -0.70
S -1.618 0.631 -2.132 1.05
C -1.727 2.012 -3.236 -0.38
C -2.481 1.834 -4.384 -0.07
C -2.619 2.901 -5.265 -0.06
C -1.995 4.106 -4.988 -0.05
C -1.229 4.261 -3.836 -0.05
C -1.094 3.213 -2.945 -0.06
C -2.554 1.225 -0.746 -0.40
C -3.918 0.976 -0.787 -0.08
C -4.706 1.424 0.262 -0.06
C -4.122 2.093 1.330 -0.05
C -2.753 2.322 1.353 -0.04
C -1.951 1.890 0.307 -0.07
H -2.946 0.880 -4.598 0.11
H -3.203 2.784 -6.166 0.11
H -2.099 4.934 -5.676 0.11
H -0.742 5.206 -3.635 0.11
H -0.504 3.318 -2.043 0.12
H -4.362 0.439 -1.616 0.11
H -5.772 1.242 0.250 0.12
H -4.739 2.434 2.151 0.11
H -2.303 2.841 2.189 0.10
H -0.880 2.058 0.325 0.06
C -4.016 -2.674 1.140 -0.21
Si -2.966 -3.283 -0.280 0.16
C -2.534 -5.088 -0.082 -0.22
C -3.802 -2.971 -1.923 -0.21
Se -1.021 -2.106 -0.247 0.45
H -4.861 -3.341 1.317 0.04
H -4.406 -1.674 0.938 0.02
H -3.426 -2.622 2.057 0.03
H -3.430 -5.710 -0.129 0.04
H -2.050 -5.269 0.880 0.03
H -1.853 -5.415 -0.870 0.03
H -4.754 -3.499 -1.991 0.04
H -3.168 -3.306 -2.747 0.03
H -3.996 -1.905 -2.060 0.00
```



The following is a DFT calculation (the ωB97M-V functional and the def2-TZVPD basis) of a structure of composition C33H47AsN7Ru in a non-equilibrium geometry.

* multiplicity: 2
* charge: +4
* energy: -3998.25564 a.u.
* lowest unoccupied orbital energy (alpha / beta): -9.85 / -13.63 eV
* ΔE to the lowest compared entry with this formula, charge and spin: 2.590 eV
* gap between HOMO and LUMO (alpha / beta): 8.23 / 4.44 eV

The geometry in XYZ format:
```
89
Properties=species:S:1:pos:R:3:lowdin_charge:R:1
Ru 0.115 -0.247 -0.174 1.04
C -2.338 -1.392 1.418 -0.08
N -2.116 -0.234 0.527 -0.20
C -2.970 -0.375 -0.666 -0.11
C -2.469 -1.518 -1.505 -0.26
C -3.338 -2.388 -2.145 0.03
C -2.824 -3.406 -2.931 0.01
C -1.445 -3.530 -3.038 -0.02
C -0.648 -2.636 -2.352 -0.17
N -1.133 -1.633 -1.603 0.01
C -2.376 1.052 1.198 -0.10
C -1.213 1.514 2.038 -0.24
C -1.424 2.209 3.217 0.03
C -0.337 2.692 3.927 0.02
C 0.939 2.444 3.442 0.00
C 1.069 1.732 2.267 -0.12
N 0.022 1.283 1.556 0.00
C -1.087 -1.857 2.103 -0.23
C -1.165 -2.729 3.183 0.03
C -0.009 -3.090 3.847 0.01
C 1.201 -2.538 3.435 -0.02
C 1.201 -1.705 2.341 -0.17
N 0.086 -1.391 1.656 -0.04
H -2.735 -2.225 0.835 0.14
H -3.101 -1.152 2.165 0.15
H -2.908 0.546 -1.246 0.12
H -4.024 -0.512 -0.405 0.16
H -4.407 -2.264 -2.027 0.14
H -3.485 -4.093 -3.443 0.14
H -1.001 -4.313 -3.637 0.12
H 0.432 -2.719 -2.391 0.03
H -3.288 1.008 1.800 0.15
H -2.559 1.803 0.425 0.13
H -2.434 2.374 3.572 0.14
H -0.482 3.243 4.847 0.14
H 1.818 2.788 3.969 0.13
H 2.059 1.494 1.898 0.10
H -2.130 -3.095 3.510 0.14
H -0.050 -3.766 4.692 0.14
H 2.121 -2.742 3.965 0.13
H 2.107 -1.221 2.010 0.08
N 0.918 -0.060 -3.639 0.22
C 1.511 1.296 -3.985 -0.24
C 2.809 1.519 -3.214 -0.08
C 2.674 1.994 -1.765 -0.33
N 2.311 0.911 -0.804 0.01
C 1.659 3.125 -1.654 -0.09
C 0.307 2.779 -2.268 -0.31
N -0.409 1.752 -1.435 0.02
C 0.468 2.376 -3.732 -0.08
H 1.611 -0.799 -3.749 0.15
H 0.127 -0.277 -4.249 0.17
H 0.589 -0.068 -2.662 0.07
H 1.729 1.235 -5.050 0.17
H 3.347 2.305 -3.748 0.15
H 3.449 0.631 -3.281 0.13
H 3.652 2.388 -1.482 0.16
H 2.339 1.341 0.114 0.04
H 3.057 0.222 -0.789 0.05
H 2.053 3.997 -2.178 0.15
H 1.538 3.427 -0.609 0.13
H -0.304 3.684 -2.256 0.16
H -1.353 1.673 -1.805 0.08
H -0.512 2.170 -0.514 0.06
H 0.795 3.269 -4.269 0.15
H -0.492 2.101 -4.182 0.14
C 1.813 -4.330 0.160 -0.28
As 2.464 -2.653 -0.588 1.10
C 4.124 -2.372 0.421 -0.30
C 3.397 -3.382 -2.223 -0.32
C 4.198 -4.649 -2.048 -0.28
C 5.564 -4.616 -1.736 0.10
C 6.373 -5.824 -1.610 0.06
C 5.817 -7.059 -1.789 0.00
C 4.469 -7.111 -2.124 0.10
C 3.665 -5.899 -2.244 0.05
H 2.639 -4.956 0.496 0.04
H 1.232 -4.868 -0.590 0.03
H 1.162 -4.123 1.007 0.01
H 4.560 -3.329 0.710 0.04
H 3.971 -1.793 1.327 0.01
H 4.837 -1.835 -0.206 0.03
H 4.059 -2.578 -2.545 0.07
H 2.639 -3.530 -2.992 0.06
H 6.058 -3.661 -1.592 0.14
H 7.429 -5.727 -1.386 0.14
H 6.405 -7.960 -1.692 0.14
H 4.002 -8.068 -2.327 0.15
H 2.624 -6.004 -2.523 0.13
```